(1)
ORCA calculation (wB97M-V/def2-TZVPD) on a molecular structure, C26H25BN12S2V at a distorted geometry.

Calculated values
E_LUMO (alpha / beta) = -5.685 / -5.676 eV
spin multiplicity = 2
ΔE to the lowest compared entry with this formula, charge and spin = 1.1 kcal per mole
<S²> = 0.756
charge = +2
DFT total energy = -3427.740469 Eh

Positions of all 67 atoms, in Å:
V -0.163 -0.575 0.539
S -1.195 3.727 1.168
S -0.169 -2.072 2.429
N 0.742 1.224 -1.797
N 2.343 -1.839 -3.371
N 2.383 -1.336 -0.931
N 1.863 -0.845 0.216
N 0.224 -1.920 -2.098
N -1.785 -1.925 4.507
N 2.644 -1.167 -4.508
N -2.524 -0.832 2.635
N -2.441 -0.574 1.250
N -0.489 -1.971 -0.946
N 1.532 0.355 -2.496
N -0.205 1.354 1.336
C 2.789 -3.124 -3.451
C -0.683 1.090 -1.774
C -0.348 3.287 2.620
C 2.636 1.016 -2.832
C -0.115 4.059 3.757
C -1.314 0.545 -2.890
C -0.862 2.162 0.543
C 0.582 3.470 4.792
C -3.437 1.274 -2.039
C -1.573 -1.572 3.243
C -1.491 -2.817 -1.162
C 1.027 2.142 4.708
C 1.356 2.429 -1.755
C 0.111 1.970 2.526
C 3.700 -1.555 -0.779
C -1.463 -3.304 -2.462
C 3.370 -3.292 -4.679
C -1.425 1.701 -0.751
C -2.808 1.823 -0.940
C -2.692 0.600 -3.000
C 2.869 -0.769 1.082
C 3.246 -2.034 -5.295
C -0.350 -2.710 -3.020
C 2.576 2.328 -2.376
C 0.796 1.379 3.586
C 4.054 -1.210 0.507
B 1.596 -1.232 -2.227
H -3.434 -0.726 3.072
H -0.714 0.114 -3.677
H 2.637 -3.818 -2.644
H -3.393 2.343 -0.190
H 0.846 3.281 -1.339
H 3.309 3.099 -2.512
H -3.177 0.170 -3.863
H 1.561 1.712 5.539
H 3.814 -4.184 -5.078
H -2.173 -3.058 -0.363
H -4.505 1.377 -2.153
H 0.784 4.040 5.685
H -2.628 -1.697 5.013
H -0.462 5.078 3.823
H 2.693 -0.419 2.085
H 4.291 -1.931 -1.592
H -1.076 -2.457 4.986
H 5.022 -1.279 0.960
H -2.127 -4.006 -2.924
H 0.078 -2.815 -3.999
H 3.576 -1.729 -6.271
H 3.416 0.497 -3.364
H -2.822 0.357 1.087
H -3.034 -1.237 0.743
H 1.121 0.349 3.529

Löwdin population analysis, charges in e, atoms 1 to 4:
1 V 0.57
2 S 1.20
3 S 0.76
4 N 0.00



(2)
ORCA calculation (wB97M-V/def2-TZVPD) on a gas-phase ion, C7H8ClN2O (charge -1) at a distorted geometry.

Calculated values
E_LUMO = 3.523 eV
ΔE to the lowest compared entry with this formula, charge and spin = 0.0 kcal per mole
charge = -1
DFT total energy = -916.437337 Eh
SMILES = C/C=C1/N=C(Cl)C=C(C)N1[O-]

Positions of all 19 atoms, in Å:
Cl -2.234 3.104 1.258
O 1.079 -1.451 -0.023
N 0.232 -0.518 0.207
N -0.403 1.942 -0.134
C 1.982 0.043 -2.365
C 1.150 1.088 -1.693
C -0.737 -0.595 1.085
C -1.305 1.700 0.777
C -1.584 0.501 1.379
C 0.358 0.963 -0.625
C -0.924 -1.895 1.823
H 1.117 2.063 -2.163
H 1.430 -0.408 -3.198
H 0.035 -2.401 1.904
H -1.610 -2.549 1.280
H -2.375 0.388 2.104
H 2.895 0.486 -2.771
H -1.339 -1.717 2.815
H 2.231 -0.742 -1.659

Löwdin population analysis, charges in e, atoms 1 to 4:
1 Cl 0.57
2 O -0.18
3 N -0.13
4 N 0.02